[1]
Here is a molecular structure, C13H43Ag4N15O10 at a distorted geometry from the OMol25 dataset. Energies are from ωB97M-V/def2-TZVPD.

Each line ends with the Löwdin charge.
Atoms and positions in Å:
Ag1 -22.806360 -12.401386 -4.717584  0.743
Ag2 -21.552184 -8.785553 -6.315002  0.608
Ag3 -20.067739 -3.800486 -3.323499  0.888
Ag4 -20.873069 -9.215501 -1.224494  0.553
O1 -24.071824 -8.255483 -3.630712  -0.262
C1 -24.865286 -7.092242 -3.599749  -0.350
C2 -24.263116 -5.690253 -3.940928  -0.327
O2 -23.443155 -5.538155 -5.115208  -0.297
H1 -25.324495 -6.966844 -2.619193  0.097
H2 -25.821608 -7.230494 -4.104163  0.107
H3 -23.638139 -5.370751 -3.107006  0.079
H4 -25.108586 -5.003723 -3.985182  0.105
C3 -26.038396 -11.702824 -8.397385  -0.085
C4 -25.050357 -12.403232 -9.233396  -0.492
C5 -25.315767 -12.470258 -10.693411  -0.200
O3 -24.187631 -13.131038 -11.260096  -0.202
C6 -24.416521 -13.628680 -12.588998  -0.076
N1 -23.758717 -11.824311 -8.919736  0.038
H5 -25.795069 -11.573136 -7.342838  0.070
H6 -26.860597 -12.418433 -8.398096  0.083
H7 -26.582046 -10.868989 -8.841544  0.082
H8 -25.015518 -13.400798 -8.795482  0.144
H9 -25.471106 -11.528336 -11.219483  0.140
H10 -26.214668 -13.076381 -10.806092  0.134
H11 -25.454518 -13.711561 -12.911188  0.091
H12 -23.701629 -14.425807 -12.793036  0.094
H13 -24.098892 -12.801173 -13.223389  0.081
H14 -23.126279 -12.604681 -9.025407  0.064
H15 -23.612954 -11.120672 -9.629490  0.076
C7 -28.238776 -1.845820 0.704677  -0.731
O4 -27.497970 -1.709563 1.668177  0.028
N2 -28.997474 -0.945057 0.102945  0.153
N3 -28.492800 -3.049530 0.157763  0.128
H16 -29.275320 -0.067167 0.517928  0.120
H17 -29.511017 -1.212905 -0.724488  0.104
H18 -28.081595 -3.860266 0.597897  0.102
H19 -28.870798 -3.181390 -0.769500  0.096
C8 -26.384492 -13.818694 -1.892034  -0.727
O5 -25.822565 -14.155314 -2.925647  -0.006
N4 -26.539193 -12.580818 -1.510144  0.144
N5 -26.610998 -14.623995 -0.817213  0.155
H20 -26.246477 -11.902525 -2.198871  0.111
H21 -26.802015 -12.274962 -0.584141  0.116
H22 -26.922307 -14.077916 -0.026656  0.098
H23 -26.268519 -15.570353 -0.732168  0.120
C9 -24.770003 -0.171189 -7.347249  -0.783
O6 -25.218137 0.753971 -8.041341  0.030
N6 -25.107655 -0.422463 -6.098719  0.147
N7 -23.903599 -1.036898 -7.666587  0.150
H24 -24.679325 -1.227045 -5.663645  0.099
H25 -25.786529 0.261018 -5.795255  0.128
H26 -23.465360 -1.062253 -8.576204  0.128
H27 -23.725811 -1.802595 -7.032399  0.101
C10 -31.269673 -8.817333 -2.581227  -0.851
O7 -32.313092 -9.387505 -2.409075  0.058
N8 -30.376843 -9.200644 -3.398170  0.165
N9 -31.054077 -7.635744 -2.109072  0.166
H28 -30.328467 -10.197784 -3.551401  0.129
H29 -29.678216 -8.511574 -3.637367  0.107
H30 -30.205754 -7.150354 -2.363689  0.099
H31 -31.667007 -7.099821 -1.511408  0.128
C11 -25.540090 -6.419426 -10.174298  -0.845
O8 -26.278271 -6.824238 -10.968575  0.116
N10 -24.838673 -5.296327 -10.252718  0.155
N11 -25.178431 -7.053472 -9.101743  0.146
H32 -24.949634 -4.681753 -11.046491  0.122
H33 -24.264982 -5.108820 -9.442873  0.091
H34 -24.967193 -6.430776 -8.335110  0.099
H35 -25.513779 -8.004415 -9.043802  0.112
C12 -19.268614 -6.497226 -9.575975  -0.834
O9 -19.593853 -7.647842 -9.373626  0.008
N12 -18.291714 -6.286100 -10.413556  0.165
N13 -19.769785 -5.412787 -9.175380  0.179
H36 -17.954382 -5.339731 -10.516997  0.111
H37 -17.890643 -7.019244 -10.980767  0.132
H38 -20.523875 -5.518693 -8.511887  0.119
H39 -19.346540 -4.529783 -9.422917  0.127
C13 -30.008554 -3.388011 -5.867662  -0.759
O10 -29.815270 -3.360984 -4.635010  -0.020
N14 -30.833895 -2.640778 -6.579539  0.162
N15 -29.281138 -4.127578 -6.645110  0.151
H40 -31.326664 -2.050188 -5.924955  0.116
H41 -30.863329 -2.382310 -7.555458  0.121
H42 -28.499667 -4.552504 -6.166750  0.112
H43 -29.436889 -4.157493 -7.642581  0.117

Forces on atoms 1 to 6 (eV/Å):
Ag -0.3500 0.0692 -0.0789
Ag -0.4127 0.3271 0.1564
Ag -0.2438 -0.0486 -0.0749
Ag -0.3450 0.0978 -0.3770
O -1.0587 2.2880 -0.0719
C 0.2364 -3.6488 1.0353

Properties
Charge: +2
Orbital gap: 2.9 eV
Molar mass: 1001.05 g mol⁻¹
E_LUMO: -8.928 eV
Spin multiplicity: 1
Highest occupied orbital energy: -11.83 eV


[2]
Here is a molecular structure, C59H142F10N20O27S10 at a distorted geometry from the OMol25 dataset. Energies are from ωB97M-V/def2-TZVPD.

Each line ends with the Löwdin charge.
Atoms and positions in Å:
C1 2.448861 2.145213 8.435477  -0.037
C2 3.159109 1.531595 7.196708  -0.161
N1 2.545858 1.876920 5.950485  -0.061
C3 1.389737 1.409255 5.396492  -0.015
C4 1.185437 2.107354 4.247688  -0.019
N2 2.255176 2.902824 4.009969  -0.036
C5 3.019848 2.761896 5.081848  -0.024
C6 2.536804 3.771597 2.838744  0.047
H1 1.381267 1.875664 8.420533  0.070
H2 2.430700 3.244679 8.362900  0.090
H3 2.844142 1.727619 9.352115  0.087
H4 3.165000 0.452689 7.281856  0.128
H5 4.215211 1.881241 7.077413  0.144
H6 0.841685 0.547057 5.747721  0.143
H7 0.399909 1.841339 3.515969  0.130
H8 3.985846 3.243716 5.228364  0.182
H9 1.727413 3.643498 2.155556  0.063
H10 3.444240 3.418488 2.341408  0.100
H11 2.639268 4.824161 3.107973  0.089
C7 4.449412 -6.884390 0.693761  -0.075
C8 5.889676 -7.262640 0.589436  -0.142
N3 6.141545 -8.536961 -0.164750  -0.042
C9 5.530888 -9.767987 0.160113  0.019
C10 6.106122 -10.734228 -0.665555  0.017
N4 6.991084 -10.046999 -1.468281  -0.080
C11 6.990275 -8.717768 -1.136208  -0.020
C12 7.966259 -10.579223 -2.486855  0.037
H12 3.986913 -6.703917 -0.294426  0.062
H13 4.310969 -6.035202 1.324197  0.072
H14 3.747488 -7.573728 1.235896  0.096
H15 6.457886 -7.263343 1.519715  0.139
H16 6.435830 -6.577877 -0.013674  0.102
H17 4.847713 -9.940217 1.016650  0.147
H18 5.943614 -11.808108 -0.719163  0.148
H19 7.567948 -7.956083 -1.668302  0.178
H20 8.533565 -9.766851 -2.977879  0.106
H21 7.435863 -11.198703 -3.228967  0.107
H22 8.687941 -11.234455 -1.974350  0.110
C13 -4.358078 8.325079 -3.770388  -0.060
C14 -4.804464 6.871614 -3.958322  -0.106
N5 -3.754260 5.895391 -3.407435  -0.026
C15 -3.030202 6.057336 -2.220350  -0.007
C16 -2.396258 4.935636 -1.932805  0.005
N6 -2.726725 4.100020 -2.982891  -0.084
C17 -3.520623 4.693938 -3.840961  -0.062
C18 -2.216718 2.731217 -3.118893  0.025
H23 -4.509450 8.722657 -2.757197  0.085
H24 -4.919981 8.966259 -4.427503  0.086
H25 -3.286250 8.401268 -3.977341  0.093
H26 -4.825357 6.638909 -5.009715  0.120
H27 -5.722269 6.600878 -3.423446  0.124
H28 -3.089848 6.986046 -1.621930  0.154
H29 -1.788078 4.631798 -1.113927  0.110
H30 -3.866916 4.202832 -4.795160  0.200
H31 -1.987667 2.237686 -2.125718  0.127
H32 -1.342565 2.702890 -3.756850  0.064
H33 -2.979524 2.146777 -3.654058  0.097
C19 5.567649 0.196252 -7.048155  -0.050
C20 5.040516 -1.100215 -6.491610  -0.132
N7 3.529636 -1.297916 -6.650513  -0.007
C21 2.816259 -1.973266 -7.636417  -0.014
C22 1.525665 -1.721555 -7.408527  -0.001
N8 1.468151 -0.876877 -6.269285  -0.045
C23 2.680393 -0.633517 -5.927816  -0.079
C24 0.202703 -0.580667 -5.510726  0.051
H34 5.248994 0.993773 -6.392736  0.068
H35 5.128237 0.448923 -8.004475  0.090
H36 6.628736 0.131900 -7.243749  0.092
H37 5.180947 -1.235751 -5.385445  0.114
H38 5.554675 -1.952223 -6.985931  0.133
H39 3.270829 -2.660121 -8.359602  0.154
H40 0.657221 -2.230363 -7.802965  0.135
H41 3.050710 0.094461 -5.238551  0.151
H42 0.211327 0.440949 -5.109250  0.070
H43 0.071653 -1.410185 -4.796945  0.103
H44 -0.533377 -0.623140 -6.314622  0.092
C25 -3.886483 4.373322 7.908780  0.037
N9 -3.361306 3.776546 6.568851  -0.290
C26 -3.390909 4.748263 5.320396  0.051
C27 -1.849301 3.440560 6.866805  0.029
C28 -4.283087 2.616545 6.146828  -0.095
C29 -3.803870 1.248877 6.695071  -0.201
O1 -3.573944 1.315276 8.096962  -0.041
H45 -3.728878 3.595028 8.679736  0.108
H46 -4.954444 4.592645 7.803038  0.108
H47 -3.353939 5.297270 8.140912  0.108
H48 -4.484117 4.872088 5.178891  0.117
H49 -2.867295 4.240821 4.514503  0.086
H50 -2.775179 5.549103 5.702007  0.098
H51 -1.354045 2.924393 6.049919  0.084
H52 -1.857170 2.769766 7.696766  0.075
H53 -1.318634 4.363349 7.119776  0.113
H54 -4.303051 2.619029 5.058959  0.111
H55 -5.293812 2.846243 6.481136  0.134
H56 -2.923587 1.019958 6.112346  0.114
H57 -4.638318 0.597751 6.460286  0.114
H58 -4.303199 0.853689 8.481213  0.098
C30 -5.886481 2.668087 0.859981  0.019
N10 -7.235862 3.206040 0.422161  -0.355
C31 -7.200987 3.607653 -1.032137  0.003
C32 -8.325308 2.237965 0.656411  0.018
C33 -7.368236 4.520396 1.271724  -0.080
C34 -8.700956 5.179974 1.104259  -0.211
O2 -8.854242 5.772697 -0.207959  -0.052
H59 -5.677704 1.797317 0.184894  0.116
H60 -5.995982 2.333730 1.892533  0.103
H61 -5.104024 3.424542 0.628349  0.121
H62 -6.489556 4.401330 -1.209890  0.096
H63 -8.185110 3.986942 -1.335751  0.105
H64 -6.928862 2.702495 -1.623586  0.117
H65 -9.259205 2.678998 0.227175  0.133
H66 -8.302053 2.005945 1.716285  0.115
H67 -8.210142 1.337843 0.060811  0.099
H68 -6.576353 5.196094 0.978030  0.137
H69 -7.178366 4.178068 2.285199  0.136
H70 -8.635815 5.973053 1.853242  0.139
H71 -9.526356 4.573015 1.449272  0.125
H72 -9.591879 6.388651 -0.156717  0.112
C35 -1.468723 -6.603508 -3.823464  0.037
N11 0.028602 -6.300351 -3.481980  -0.320
C36 0.618401 -5.460794 -4.524940  -0.018
C37 0.119923 -5.483650 -2.208984  0.009
C38 0.757008 -7.654668 -3.397357  -0.090
C39 2.251466 -7.690986 -3.466675  -0.214
O3 2.829700 -6.939461 -2.411351  -0.075
H73 -2.040081 -5.695869 -4.020066  0.095
H74 -1.844580 -7.161068 -2.978736  0.099
H75 -1.590671 -7.142484 -4.777728  0.117
H76 -0.043755 -4.591099 -4.587905  0.108
H77 0.692245 -5.988376 -5.478264  0.127
H78 1.607611 -5.040788 -4.292983  0.095
H79 -0.508124 -4.594574 -2.280700  0.080
H80 1.158334 -5.134998 -2.130253  0.086
H81 -0.219987 -6.064033 -1.342198  0.110
H82 0.394943 -8.271885 -4.241613  0.153
H83 0.452245 -8.058967 -2.450890  0.130
H84 2.627723 -7.346636 -4.433427  0.113
H85 2.430066 -8.767305 -3.321169  0.141
H86 3.669762 -6.535337 -2.628170  0.027
C40 6.690993 7.465401 -0.204647  0.022
N12 5.402295 8.216363 -0.118449  -0.337
C41 5.640503 9.490412 0.753174  0.058
C42 4.837000 8.549608 -1.436364  -0.002
C43 4.328868 7.379198 0.659950  -0.089
C44 3.707339 6.274125 -0.138582  -0.186
O4 4.479550 5.007933 0.022061  -0.073
H87 6.457958 6.431073 -0.480691  0.100
H88 7.172971 7.520738 0.771293  0.114
H89 7.299649 7.912231 -0.982916  0.113
H90 6.386144 10.061664 0.258404  0.099
H91 5.964450 9.275846 1.764254  0.112
H92 4.656051 9.995133 0.693386  0.119
H93 4.738242 7.664843 -2.050792  0.088
H94 5.563350 9.097793 -2.077745  0.132
H95 3.918697 9.149058 -1.301061  0.135
H96 3.554624 8.093304 0.973258  0.097
H97 4.779565 6.948863 1.573785  0.153
H98 3.493197 6.531313 -1.146804  0.080
H99 2.642281 6.053658 0.150745  0.119
H100 4.461798 4.582766 -0.815526  0.024
C45 -1.419221 -6.680020 4.687187  -0.005
N13 -1.555822 -5.242222 4.476387  -0.352
C46 -2.065394 -4.603096 5.714131  0.004
C47 -0.225960 -4.631518 4.073330  0.029
C48 -2.678740 -4.946231 3.468410  -0.091
C49 -2.184459 -4.979752 2.036617  -0.218
O5 -1.649919 -6.263533 1.657122  -0.054
H101 -0.990642 -7.113162 3.807378  0.091
H102 -2.447888 -7.114657 4.832838  0.140
H103 -0.783564 -6.923875 5.538890  0.119
H104 -3.096210 -4.892499 5.842002  0.117
H105 -1.891064 -3.521226 5.662038  0.110
H106 -1.446711 -4.958959 6.556984  0.123
H107 0.119282 -5.086277 3.124725  0.114
H108 0.530713 -4.853218 4.842877  0.117
H109 -0.282796 -3.537389 4.113522  0.114
H110 -3.119457 -3.949239 3.636653  0.097
H111 -3.483877 -5.674301 3.653221  0.147
H112 -1.404069 -4.238986 1.849374  0.086
H113 -2.986071 -4.589637 1.348841  0.139
H114 -2.179886 -6.698941 1.001390  0.082
C50 6.644707 0.382630 -2.866594  0.015
N14 6.464808 0.117798 -1.399004  -0.332
C51 7.653164 -0.668165 -0.966999  -0.001
C52 6.519690 1.463930 -0.720456  0.009
C53 5.200635 -0.661773 -0.976302  -0.064
C54 3.841572 -0.194684 -1.579405  -0.228
O6 3.741467 0.034717 -2.925609  -0.073
H115 7.635756 0.793597 -3.044877  0.118
H116 5.842613 1.080627 -3.183747  0.093
H117 6.539351 -0.534553 -3.403205  0.086
H118 8.577135 -0.232880 -1.336667  0.116
H119 7.572536 -1.731138 -1.211309  0.117
H120 7.702583 -0.622459 0.114615  0.106
H121 6.195859 1.229117 0.324382  0.115
H122 5.765463 2.156473 -1.103502  0.086
H123 7.484957 1.958615 -0.743900  0.118
H124 5.224419 -0.588087 0.158197  0.153
H125 5.385305 -1.701809 -1.256957  0.083
H126 3.638346 0.720642 -1.071133  0.115
H127 3.226532 -0.952860 -1.146907  0.111
H128 3.377867 0.917019 -3.099595  0.018
C55 -5.308265 -4.107426 -2.194065  -0.007
N15 -6.337276 -3.133462 -1.707954  -0.307
C56 -5.899659 -1.654357 -1.929125  0.032
C57 -7.705220 -3.326605 -2.323888  0.017
C58 -6.383887 -3.291464 -0.066570  -0.064
C59 -7.591961 -2.778848 0.625647  -0.209
O7 -7.794871 -1.368094 0.403219  -0.080
H129 -5.185428 -4.028516 -3.295842  0.120
H130 -5.624092 -5.108943 -2.005177  0.095
H131 -4.396868 -3.802822 -1.631408  0.111
H132 -4.806891 -1.577639 -1.739873  0.111
H133 -6.452086 -1.034768 -1.219992  0.078
H134 -6.105644 -1.463741 -2.997967  0.110
H135 -8.422363 -2.569280 -2.089069  0.105
H136 -8.105797 -4.321011 -2.036610  0.129
H137 -7.545835 -3.413122 -3.381327  0.099
H138 -5.447721 -2.950940 0.340783  0.097
H139 -6.304374 -4.386903 0.067089  0.138
H140 -7.438651 -3.010629 1.674970  0.131
H141 -8.519869 -3.313537 0.324357  0.145
H142 -7.526646 -1.042228 1.249239  0.004
N16 3.206732 2.850074 -3.705618  -0.313
S1 4.286338 4.065362 -3.924140  0.499
O8 3.904005 5.335358 -3.325006  -0.297
O9 4.681016 4.168049 -5.325768  -0.269
F1 5.453355 3.543895 -3.173990  -0.118
S2 1.586257 2.815287 -3.697406  0.469
O10 1.361739 1.419146 -3.365087  -0.327
O11 0.918264 3.246490 -4.853194  -0.240
F2 1.142702 3.597430 -2.458634  -0.124
N17 -1.656538 -1.149828 0.691010  -0.284
S3 -0.495795 -1.879053 -0.014755  0.491
O12 0.256007 -1.164558 -1.036399  -0.285
O13 -1.034332 -3.145396 -0.524599  -0.347
F3 0.570906 -2.369036 1.055821  -0.178
S4 -1.417948 0.328198 1.197282  0.518
O14 -2.518787 1.081418 0.781258  -0.282
O15 -0.114799 0.929102 1.178205  -0.282
F4 -1.757399 0.322554 2.867559  -0.254
N18 4.761913 -5.170371 -3.814837  -0.321
S5 4.499798 -3.979403 -2.855012  0.492
O16 3.136018 -3.707701 -2.422417  -0.296
O17 5.231741 -2.761972 -3.009482  -0.287
F5 5.001524 -4.620894 -1.495068  -0.179
S6 4.939950 -5.014119 -5.394428  0.577
O18 6.310643 -4.807280 -5.721146  -0.228
O19 3.838940 -4.287898 -6.003813  -0.289
F6 4.561160 -6.578251 -5.684070  -0.192
N19 0.643985 6.020560 1.697076  -0.316
S7 0.988938 7.476917 2.298104  0.592
O20 1.440521 8.510868 1.375940  -0.278
O21 1.712473 7.412614 3.568004  -0.295
F7 -0.484381 7.848926 2.781135  -0.181
S8 -0.699711 5.367952 1.603378  0.368
O22 -0.613533 3.994718 1.323402  -0.271
O23 -1.612491 6.035903 0.785999  -0.260
F8 -1.158461 5.488103 3.107465  -0.177
N20 -5.764733 -1.689080 4.326228  -0.300
S9 -7.153694 -0.827187 4.309659  0.701
O24 -7.515943 -0.617608 2.980200  -0.291
O25 -7.321251 0.223321 5.328266  -0.249
F9 -8.304128 -2.152014 4.661786  -0.236
S10 -4.636542 -1.242069 3.513280  0.469
O26 -3.310067 -1.852313 3.660198  -0.323
O27 -4.528709 0.219994 3.533283  -0.337
F10 -4.797073 -1.552557 1.915238  -0.214

Forces on atoms 1 to 6 (eV/Å):
C -0.7438 0.1079 -1.3645
C 1.1329 0.3817 1.3739
N -0.6074 0.5361 -1.5795
C -0.7446 -0.0860 -0.1251
C -1.8450 -1.9939 -1.3451
N 0.2450 0.5518 0.7607

Properties
Charge: +6
Orbital gap: 9.2 eV
Molar mass: 2074.55 g mol⁻¹
E_LUMO: -9.090 eV
Spin multiplicity: 1
Highest occupied orbital energy: -18.29 eV